# 1
C25H48BCl2N4O3 | wB97M-V/def2-TZVPD

Geometry as XYZ:
```
83
Properties=species:S:1:pos:R:3:forces:R:3
N 4.62725 -1.58646 2.37047 -1.8 -1.0 -2.2
C 4.18780 -1.70220 1.13821 1.9 1.8 1.1
N 4.43412 -0.55014 0.19482 0.2 -2.1 0.2
N 3.52333 -2.86499 0.54952 0.2 1.2 1.8
C 2.66442 -3.61383 1.50122 -1.2 -1.5 -0.1
C 1.08106 -3.30513 1.25144 0.7 0.0 0.0
C 0.17257 -3.97054 2.40347 0.3 -0.6 -0.5
C -1.41497 -3.67272 2.24173 0.1 0.1 -0.5
C -1.70460 -2.36222 1.37663 0.3 1.8 1.1
N -2.31412 -2.52328 0.06855 1.4 4.1 1.8
C -2.55045 -1.35231 -0.76075 0.8 1.3 1.7
Cl -3.30824 -1.69563 -2.39723 1.3 0.6 2.8
C -2.18029 0.10020 -0.28754 0.4 -3.6 2.1
B -2.47197 1.31961 -1.32865 -0.7 1.8 -1.7
O -3.83130 1.56481 -1.78774 3.1 -1.4 -0.1
O -1.41759 2.15986 -1.84441 -1.6 -1.8 2.2
C -1.53629 0.30493 1.14473 -0.7 -2.8 -0.7
C -1.12498 1.74406 1.68503 2.9 -0.7 0.4
C 0.55470 1.67848 2.08411 1.3 -1.3 -3.2
C 1.47312 0.75305 1.01371 0.7 5.7 1.8
O 1.47899 2.36296 1.10439 -2.8 -1.9 3.0
C -1.30689 -0.98468 1.98860 -1.6 -0.4 -3.3
Cl -0.58961 -0.98100 3.68431 -1.2 0.1 -2.8
H 5.07572 -0.67333 2.53660 -0.4 -0.5 -0.3
H 4.59098 0.31970 0.72097 0.2 -0.8 -0.2
H 5.31625 -0.81921 -0.29079 -0.9 0.7 0.2
H 4.15139 -3.46479 0.00241 -0.3 0.6 0.4
H 2.86922 -3.42605 2.60726 0.1 -0.1 -1.6
H 2.82401 -4.73788 1.29796 -0.2 1.7 0.5
H 1.00555 -2.16377 1.19166 -0.1 -1.5 0.3
H 0.75627 -3.69628 0.20993 0.6 0.5 1.7
H 0.27871 -5.12100 2.30884 -0.1 1.9 0.2
H 0.53025 -3.72133 3.46962 -0.6 -0.1 -1.8
H -1.84746 -3.59726 3.30555 0.3 0.1 -1.9
H -1.90071 -4.56230 1.70626 0.6 1.3 0.8
H -2.54752 -3.48661 -0.21889 0.1 0.9 -0.1
H -3.84297 1.54408 -2.77498 -0.1 0.5 1.0
H -0.66164 2.15924 -1.21532 -0.3 -0.1 -0.9
H -1.61771 2.04794 2.66691 0.2 -0.5 -1.6
H -1.10777 2.56484 0.89221 -0.7 -1.2 1.1
H 0.85094 1.63518 3.24646 -0.6 0.3 -3.0
H 1.25928 0.83371 -0.10358 0.1 -1.7 1.7
H 2.52329 0.68340 1.48113 -1.9 -1.3 -1.3
C 6.66849 1.93367 3.54884 0.2 -0.1 0.2
C 5.60538 1.60670 4.58897 -0.1 -0.1 -0.1
C 4.28515 2.34256 4.35185 -0.1 0.0 0.2
C 4.36853 3.87106 4.42677 0.1 0.0 -0.1
C 4.90204 4.42834 5.74777 -0.1 0.1 -0.1
C 4.02248 4.08431 6.94172 0.1 0.0 0.1
H 6.93741 2.99213 3.56370 0.0 -0.1 -0.1
H 7.57788 1.36016 3.74660 0.0 0.1 -0.1
H 6.32107 1.67944 2.54282 0.0 0.1 0.0
H 5.99091 1.82200 5.58981 -0.1 0.0 0.0
H 5.41087 0.52858 4.56184 0.0 0.0 0.1
H 3.54612 1.98209 5.07589 0.0 0.0 0.0
H 3.89573 2.06629 3.36328 0.0 0.0 0.0
H 3.36775 4.28073 4.24582 0.1 0.0 0.0
H 4.99553 4.24201 3.60975 0.0 0.0 0.0
H 4.96330 5.51855 5.66311 0.1 -0.1 0.0
H 5.92347 4.07750 5.92841 -0.1 0.0 -0.1
H 3.00799 4.46772 6.80128 0.0 -0.1 0.0
H 4.42954 4.53277 7.85172 -0.1 -0.1 0.0
H 3.96445 3.00547 7.10392 0.0 0.0 0.0
C -5.33468 -1.86676 -9.06748 0.0 -0.2 0.0
C -6.49182 -1.64574 -8.10274 -0.1 0.1 -0.1
C -6.65435 -0.18411 -7.68207 -0.1 0.0 0.1
C -5.46457 0.41010 -6.92049 0.1 0.0 -0.1
C -5.07755 -0.33153 -5.63980 0.0 0.1 0.0
C -6.17942 -0.32866 -4.58934 0.1 -0.1 0.1
H -4.37519 -1.60230 -8.61645 0.0 0.0 -0.1
H -5.28268 -2.91924 -9.35856 0.1 0.1 0.0
H -5.46552 -1.27175 -9.97507 0.1 0.0 0.1
H -6.36664 -2.28664 -7.22419 0.0 0.0 0.0
H -7.41764 -1.97110 -8.58882 0.0 0.0 0.1
H -7.55980 -0.09140 -7.07293 0.0 0.0 0.0
H -6.83112 0.42580 -8.57532 0.0 -0.1 0.1
H -5.69935 1.45160 -6.67160 0.0 -0.1 0.0
H -4.59255 0.44984 -7.58089 0.0 0.0 0.0
H -4.18976 0.15228 -5.21481 0.1 0.0 -0.1
H -4.78565 -1.36277 -5.86604 0.0 0.1 0.0
H -6.45309 0.69385 -4.31481 -0.1 -0.1 0.0
H -5.83913 -0.84178 -3.68500 -0.1 0.1 0.0
H -7.07567 -0.84294 -4.94225 0.0 0.1 0.0
```
Forces are in eV/Å.

**Energy**: -64515.7776 eV
**HOMO**: -11.7 eV
**Net charge**: +1
**Largest force on an atom**: 0.1166 Eh/bohr
**Orbital gap**: 6.93 eV
**Lowest unoccupied orbital energy**: -4.79 eV

# 2
C9H10N4 | wB97M-V/def2-TZVPD

Geometry as XYZ:
```
23
Properties=species:S:1:pos:R:3:forces:R:3
C 3.65276 0.46154 0.08836 0.7 1.9 -1.0
C 3.12742 0.14594 -1.16309 0.0 0.0 -0.3
C 1.85565 -0.38001 -1.20516 -0.5 -0.5 0.6
C 1.11684 -0.56248 -0.04118 1.1 -1.3 0.1
N -0.08280 -1.23138 -0.00614 -2.2 -0.6 0.1
N -1.17593 -0.82859 0.96555 2.7 -1.7 -2.2
N -2.14335 -0.14816 0.25081 1.2 -0.3 1.8
C -2.53886 1.08711 0.69911 -1.1 -1.6 -2.4
C -3.53677 1.44442 -0.17087 -1.2 -0.3 -1.4
C -3.57379 0.33498 -1.08429 -2.2 -0.9 -0.5
N -2.76671 -0.67147 -0.82424 0.8 1.8 1.8
C 1.77667 -0.49138 1.16142 -2.1 1.5 1.2
C 2.95724 0.16873 1.25063 1.8 0.1 1.8
H 4.45009 1.22015 0.02816 0.2 -0.9 0.7
H 3.65641 0.35249 -2.11936 -0.3 -0.2 1.0
H 1.42216 -0.84566 -2.04013 -0.4 0.1 -1.7
H -0.40338 -1.64868 -0.89018 -0.3 0.7 0.8
H -1.47939 -1.77149 1.25856 -0.5 0.9 -0.2
H -2.07512 1.47554 1.54082 0.6 0.7 1.2
H -4.31273 2.24105 -0.27001 1.3 -0.6 0.6
H -4.37123 -0.06735 -1.70404 -0.1 1.3 -0.6
H 1.07202 -0.65051 1.98625 1.0 -0.3 0.3
H 3.37277 0.36521 2.28904 -0.4 0.0 -1.6
```
Forces are in eV/Å.

**Energy**: -15451.7539 eV
**HOMO**: -8.0 eV
**ΔE to the lowest compared entry with this formula, charge and spin**: 101.8 kcal per mole
**Net charge**: 0
**SMILES**: c1ccc(NNn2cccn2)cc1
**Largest force on an atom**: 0.0757 Eh/bohr
**Orbital gap**: 9.03 eV
**Lowest unoccupied orbital energy**: 0.99 eV

# 3
C5H7HgO4 | wB97M-V/def2-TZVPD

Geometry as XYZ:
```
17
Properties=species:S:1:pos:R:3:forces:R:3
O 1.64220 3.58964 -1.08607 0.0 0.8 0.0
C 1.73172 2.43018 -0.65802 2.7 -1.6 0.8
O 0.43792 1.72815 -0.95028 -0.5 -1.0 1.2
O 2.61871 1.77761 -0.15031 -1.4 0.9 -0.5
Hg -0.52559 3.65622 -1.62570 -1.2 1.1 -0.6
C -0.89909 -0.15252 -1.07056 1.4 0.4 1.5
C 0.35715 0.41482 -0.75746 1.1 -0.1 -1.6
H -1.73446 0.51721 -1.30733 -0.1 -0.2 0.0
H -0.78474 -1.09162 -1.62915 -0.5 0.0 0.9
O -0.22448 -2.31221 2.18512 0.0 0.3 0.1
C -0.24837 -1.94687 0.81518 0.2 -0.6 -0.5
C -0.55241 -0.46591 0.71691 -1.8 -0.6 0.2
H -0.01203 -3.24590 2.26242 0.0 0.0 -0.1
H -1.02378 -2.53217 0.29090 0.1 0.3 0.1
H 0.71342 -2.17309 0.32476 -0.2 0.2 0.1
H 0.04132 0.07163 1.47322 0.6 0.3 -1.1
H -1.53749 -0.26517 1.16636 -0.3 -0.2 -0.6
```
Forces are in eV/Å.

**Energy**: -17657.4510 eV
**HOMO (alpha / beta)**: -8.3 / -8.2 eV
**Multiplicity**: 2
**ΔE to the lowest compared entry with this formula, charge and spin**: 57.1 kcal per mole
**Net charge**: 0
**Largest force on an atom**: 0.0630 Eh/bohr
**Orbital gap (alpha / beta)**: 8.46 / 5.57 eV
**Lowest unoccupied orbital energy (alpha / beta)**: 0.19 / -2.62 eV

# 4
C3H6N2 | wB97M-V/def2-TZVPD

Geometry as XYZ:
```
11
Properties=species:S:1:pos:R:3:forces:R:3
C -3.01445 -0.29705 -0.27896 -2.5 -0.7 -2.8
C 0.75826 -0.12749 -0.67708 0.9 0.5 -0.8
C 1.95030 -0.86145 -0.24848 -0.2 -0.1 1.3
N -2.01494 -0.03120 0.41282 2.1 1.1 2.1
N -1.12978 0.33593 1.01163 0.0 -0.2 0.3
H -3.65768 -1.15855 -0.00709 0.6 0.9 -0.4
H -3.04483 0.29211 -1.23618 -0.3 -1.0 1.1
H 1.23922 0.88776 -0.71608 -0.8 0.0 -0.3
H 2.85188 -0.78171 -0.85517 0.2 0.9 0.0
H 1.85060 -1.93732 -0.12113 -0.4 -0.1 0.5
H 2.07009 -0.25485 0.74548 0.3 -1.3 -1.1
```
Forces are in eV/Å.

**Energy**: -6181.8035 eV
**HOMO**: -8.1 eV
**ΔE to the lowest compared entry with this formula, charge and spin**: 155.5 kcal per mole
**Net charge**: 0
**Largest force on an atom**: 0.0743 Eh/bohr
**Orbital gap**: 8.20 eV
**Lowest unoccupied orbital energy**: 0.15 eV

# 5
C22H32N4O5 | wB97M-V/def2-TZVPD

Geometry as XYZ:
```
63
Properties=species:S:1:pos:R:3:forces:R:3
C -4.88430 -1.13294 3.15756 1.6 -2.6 -4.6
C -3.26724 -1.10526 2.98458 -6.3 -1.3 0.5
H -2.86362 -1.92960 2.52766 0.4 -3.0 -0.1
H -2.91168 -0.99743 3.95060 1.4 1.0 1.5
O -3.00850 -0.17535 2.00664 -0.7 2.5 0.5
C -1.76782 0.13903 2.10010 5.3 0.6 -1.6
O -0.97784 -0.58184 2.78948 -1.5 3.3 -2.3
C -1.44079 1.37336 1.04818 -1.0 -3.8 3.5
C -0.21094 1.78896 0.80325 2.0 -2.1 3.7
N 0.10108 2.77880 0.06409 -1.6 7.4 -4.0
C -0.97625 3.89234 -0.35401 2.1 -7.8 0.1
O -0.75368 4.79369 -1.09353 -0.4 0.8 1.1
N -2.15503 3.15494 -0.13275 -1.5 12.8 -3.8
H -2.88585 4.02811 -0.33079 1.5 -3.5 0.5
C -2.59220 2.01937 0.34241 -2.2 -2.6 9.0
C -3.12735 1.09384 -0.52502 1.2 -3.9 -9.5
C -4.16796 0.20295 -0.44141 -0.7 4.5 3.8
C -4.61618 -0.57752 -1.41043 7.6 3.6 -6.8
C -3.74024 -0.54257 -2.72831 -11.5 -6.2 6.3
C -2.74159 0.17316 -2.70632 6.0 -2.6 -12.5
C -2.36410 0.99526 -1.91367 1.6 9.2 15.0
H -1.54456 1.68870 -1.80155 0.4 -0.2 -1.4
H -2.13266 0.15906 -3.67033 -0.5 -0.2 0.8
H -4.22985 -1.29897 -3.24639 0.4 -0.9 -2.4
N -5.75123 -1.17102 -1.53752 -4.0 -3.3 13.3
O -6.05166 -1.98772 -2.23903 -2.3 -4.2 -8.7
O -6.26294 -1.50238 -0.20290 0.9 3.0 -3.1
H -4.76493 0.60519 0.36816 -0.8 -1.4 0.5
H -3.48401 2.13859 1.29318 2.1 0.2 -2.4
H 1.07749 3.00450 -0.01357 0.4 0.1 -0.1
C 1.11783 1.27443 1.41120 -0.4 -2.9 4.0
N 2.21471 1.50132 0.50776 3.4 2.6 4.7
H 3.06929 1.82156 1.23160 -2.6 -1.2 -2.9
C 2.67715 0.43689 -0.40966 -0.1 3.4 0.3
C 3.74595 1.25073 -1.16513 -4.1 11.9 12.7
H 4.69795 1.69074 -0.51332 -2.4 -1.6 -1.1
H 3.41421 2.29013 -1.65109 -0.1 -2.4 1.2
H 4.07020 0.78993 -1.79238 7.1 -9.6 -13.2
C 1.50084 0.31765 -1.30038 -1.1 -7.9 9.8
H 1.70896 -0.23864 -2.04042 1.0 -4.6 -5.4
H 1.22794 1.12811 -1.57647 -3.4 10.2 -3.4
H 0.56831 -0.14318 -0.54497 2.4 0.9 -2.6
C 3.11912 -0.75958 0.34845 2.1 -2.1 -2.3
H 2.28074 -1.39486 0.69125 0.4 0.4 -0.2
H 3.64816 -0.32395 1.14224 0.8 0.1 1.7
C 4.28378 -1.83441 -0.36803 -5.0 1.5 0.2
C 3.69417 -2.35455 -1.67118 -5.4 4.8 1.8
H 3.82244 -1.61307 -2.42862 -0.5 1.5 -0.6
H 4.23276 -3.00011 -2.15649 2.6 -5.2 -1.8
H 2.44476 -2.50137 -1.59188 3.8 -0.2 -0.2
C 4.16681 -2.93093 0.54517 2.1 -4.7 1.9
H 4.51688 -2.64721 1.52966 0.4 0.0 0.5
H 4.98782 -3.69459 0.11283 -1.9 0.9 1.4
H 3.21059 -3.48616 0.79486 0.8 0.8 -1.1
C 5.69104 -1.35428 -0.38501 -8.4 9.6 -3.3
H 6.25494 -2.02617 -0.57014 7.4 -8.6 -2.3
H 5.65147 -0.58696 -1.33655 0.9 -1.5 2.5
H 5.86143 -0.87606 0.49357 1.0 1.6 2.4
H 0.99538 0.18346 1.60893 -0.2 0.6 -0.2
H 1.38382 1.56176 2.75915 -1.1 -0.1 -4.4
H -5.31217 -1.37155 2.00609 0.8 0.5 3.2
H -5.18850 -1.94893 3.82421 0.0 0.4 -0.1
H -5.26238 -0.18743 3.40637 -0.4 1.3 0.7
```
Forces are in eV/Å.

**Energy**: -39508.2198 eV
**HOMO**: -8.4 eV
**ΔE to the lowest compared entry with this formula, charge and spin**: 612.4 kcal per mole
**Net charge**: 0
**Largest force on an atom**: 0.3465 Eh/bohr
**Orbital gap**: 6.80 eV
**Lowest unoccupied orbital energy**: -1.64 eV

# 6
C16H20Br2N3OSY | wB97M-V/def2-TZVPD

Geometry as XYZ:
```
44
Properties=species:S:1:pos:R:3:forces:R:3
Y -0.06156 0.24685 0.40429 -0.9 -0.5 1.3
C -1.15005 -2.74690 0.05329 0.1 0.1 0.0
C -0.68039 -2.91606 1.49329 0.0 0.0 0.0
N -0.28769 -1.61550 2.11736 0.0 -0.2 0.1
C 0.98893 -1.69080 2.88622 0.0 -0.1 -0.1
C 2.22065 -1.91627 2.01774 0.0 0.0 -0.1
S 2.44448 -0.66311 0.70114 0.3 -0.3 0.0
C 2.30634 -1.62104 -0.85975 0.0 0.0 0.1
C 1.10476 -2.55146 -0.98289 0.1 0.1 0.0
N -0.21175 -1.89507 -0.72849 0.0 -0.3 -0.2
H -2.13145 -2.26442 0.03375 0.0 0.0 0.0
H -1.26914 -3.73159 -0.40261 -0.1 0.0 0.0
H 0.16743 -3.59647 1.54204 0.0 0.0 0.0
H -1.47858 -3.38749 2.06599 0.0 0.0 0.0
H -1.00263 -1.38791 2.80460 0.0 0.0 0.0
H 0.94773 -2.49408 3.62565 0.0 0.0 0.0
H 1.09742 -0.75427 3.43730 0.0 0.0 0.0
H 2.22200 -2.89417 1.54011 0.0 0.0 0.0
H 3.10671 -1.87084 2.64764 0.0 0.0 0.0
H 3.22272 -2.20028 -0.95953 0.0 0.0 -0.1
H 2.30267 -0.85217 -1.63359 0.0 0.0 0.0
H 1.20958 -3.39350 -0.30273 0.0 0.0 0.0
H 1.12618 -2.97063 -1.98945 0.0 0.0 0.0
H -0.63943 -1.72365 -1.63666 0.0 0.0 0.0
C -0.67301 2.34838 3.30790 0.0 0.1 -0.1
C -0.22057 3.15163 2.12073 0.0 -0.1 0.0
C -0.04103 4.53549 2.22418 0.0 0.1 0.1
C 0.38891 5.24798 1.13750 0.0 0.0 0.0
C 0.65351 4.60079 -0.08799 0.0 0.0 0.1
C 1.08789 5.25082 -1.27247 0.0 0.1 0.0
Br 1.37208 7.10695 -1.28928 0.0 0.0 0.0
C 1.30087 4.53448 -2.41109 0.0 0.0 -0.1
C 1.09774 3.14005 -2.42466 0.1 -0.1 -0.2
Br 1.41020 2.17916 -4.00339 0.0 0.0 0.0
C 0.68730 2.46645 -1.30906 -0.1 -0.1 -0.1
O 0.46955 1.12292 -1.28417 0.4 0.9 -1.0
C 0.45681 3.20917 -0.12611 -0.1 -0.1 0.2
N 0.01349 2.50348 0.98463 0.2 0.4 -0.2
H -1.51185 2.82881 3.81029 0.0 0.0 0.0
H 0.13113 2.25265 4.04019 0.0 0.0 0.0
H -1.00213 1.34458 3.01800 0.0 0.0 0.0
H -0.24919 5.02952 3.16407 0.0 0.0 0.0
H 0.52635 6.31933 1.20902 0.0 0.0 0.0
H 1.62828 5.03135 -3.31357 0.0 0.0 0.0
```
Forces are in eV/Å.

**Energy**: -175386.9519 eV
**HOMO**: -13.7 eV
**ΔE to the lowest compared entry with this formula, charge and spin**: 0.0 kcal per mole
**Net charge**: +2
**Largest force on an atom**: 0.0326 Eh/bohr
**Orbital gap**: 7.00 eV
**Lowest unoccupied orbital energy**: -6.66 eV